Density functional theory data (ωB97M-V/def2-TZVPD) for BrPd as an isolated structure.

Properties
- 2S+1 = 4
- relative energy (zero: lowest compared OMol25 entry of this formula, charge and spin) (kcal/mol) = 0.00
- gap between HOMO and LUMO (alpha / beta) (eV) = 8.22 / 6.60

```
2
Properties=species:S:1:pos:R:3:forces:R:3:nbo_charge:R:1
Pd -6.014 2.857 -3.880 -0.593 -0.331 1.452 0.440
Br -6.986 2.317 -1.496 0.593 0.331 -1.452 -0.440
```
Positions in Å, forces in eV/Å.

---

Density functional theory data (ωB97M-V/def2-TZVPD) for C2H2NO3S as an isolated structure.

Properties
- relative energy (zero: lowest compared OMol25 entry of this formula, charge and spin) (kcal/mol) = 15.04
- net charge = -1
- gap between HOMO and LUMO (eV) = 7.75

```
9
Properties=species:S:1:pos:R:3:forces:R:3:nbo_charge:R:1
C -0.270 -0.176 -0.129 0.600 -0.064 1.426 -0.244
C -0.384 0.131 1.774 0.385 -1.710 -3.133 0.908
N 0.994 -0.234 -0.610 -1.283 0.341 1.764 -0.846
O 0.747 0.089 2.150 1.722 0.526 0.876 -0.708
O -1.515 0.145 2.098 -2.157 0.599 1.189 -0.661
O -0.682 0.084 -2.618 -0.513 -0.360 0.438 -1.062
S -1.444 -0.105 -1.265 0.088 0.536 -0.899 0.773
H 1.628 -0.013 0.178 0.031 0.044 -1.236 0.417
H 0.926 0.078 -1.578 1.128 0.087 -0.425 0.423
```
Positions in Å, forces in eV/Å.

---

Density functional theory data (ωB97M-V/def2-TZVPD) for a 2-piece molecular cluster, C7H13N overall.

Properties
- relative energy (zero: lowest compared OMol25 entry of this formula, charge and spin) (kcal/mol) = 138.13
- gap between HOMO and LUMO (alpha / beta) (eV) = 6.76 / 7.31

```
21
Properties=species:S:1:pos:R:3:forces:R:3:nbo_charge:R:1
C 0.343 -0.290 -0.279 -0.095 0.682 0.513 0.051
C 0.502 0.548 0.816 0.082 -0.644 -0.544 0.134
C 1.000 -1.627 -0.153 -0.004 0.064 0.009 -0.493
C 2.370 -1.048 -0.227 0.254 -0.470 -0.037 -0.472
C 0.014 0.200 -1.662 0.019 -0.033 0.115 -0.650
N 0.306 1.869 0.847 -0.098 0.521 -0.014 -0.771
C -1.820 -0.362 0.512 -0.402 -0.097 0.027 -0.280
C -2.647 0.598 0.886 0.042 0.078 0.011 -0.513
H 0.805 0.105 1.754 0.016 -0.031 0.013 0.213
H -0.031 2.355 0.033 0.019 -0.059 0.063 0.396
H 0.240 2.351 1.726 -0.011 -0.071 -0.085 0.401
H 0.718 -2.298 -0.968 0.055 0.059 0.015 0.214
H 0.768 -2.120 0.793 0.050 0.063 -0.022 0.215
H 2.857 -0.912 -1.181 -0.022 0.044 -0.010 0.187
H 2.978 -0.985 0.664 -0.019 0.038 0.007 0.188
H -2.153 -1.394 0.403 -0.001 0.001 -0.016 0.163
H 0.923 0.269 -2.263 -0.024 -0.005 -0.018 0.225
H -0.669 -0.503 -2.142 0.022 0.011 -0.007 0.229
H -0.479 1.172 -1.666 0.011 -0.010 0.027 0.208
H -3.711 0.443 1.087 0.100 -0.064 -0.024 0.187
H -2.315 1.630 1.021 0.005 -0.076 -0.024 0.169
```
Positions in Å, forces in eV/Å.

---

Density functional theory data (ωB97M-V/def2-TZVPD) for one molecule with the formula C5H8O4.

Properties
- relative energy (zero: lowest compared OMol25 entry of this formula, charge and spin) (kcal/mol) = 18.61
- gap between HOMO and LUMO (eV) = 8.80

```
17
Properties=species:S:1:pos:R:3:forces:R:3:nbo_charge:R:1
C -1.756 -0.323 0.202 0.156 -0.117 -0.068 -0.590
C -0.366 -0.536 -0.401 -0.002 0.314 0.060 -0.384
C 0.512 -1.398 0.493 -0.332 0.247 -0.383 0.816
O 0.503 -1.312 1.694 0.082 -0.150 0.075 -0.605
O 1.360 -2.221 -0.129 0.377 -0.368 0.052 -0.658
C 0.393 0.762 -0.595 0.064 0.042 0.095 0.194
O 0.706 0.973 -1.923 -0.072 -0.051 -0.193 -0.691
C 0.764 1.608 0.366 -0.073 -0.014 -0.203 0.067
O 0.563 1.492 1.699 -0.154 -0.066 0.289 -0.689
H -1.687 0.087 1.206 -0.020 0.035 0.039 0.225
H -2.287 -1.271 0.255 -0.090 -0.056 0.048 0.214
H -2.324 0.366 -0.417 -0.021 0.041 -0.048 0.221
H -0.467 -0.991 -1.392 0.058 0.021 0.124 0.230
H 1.300 -2.162 -1.093 -0.152 0.131 0.192 0.494
H 1.157 1.818 -2.023 0.021 -0.011 0.035 0.481
H 1.266 2.535 0.116 0.050 0.009 -0.061 0.172
H 0.361 0.572 1.943 0.108 -0.008 -0.051 0.504
```
Positions in Å, forces in eV/Å.

---

Density functional theory data (ωB97M-V/def2-TZVPD) for C30H15ClN4O4S7W as an isolated structure.

Properties
- relative energy (zero: lowest compared OMol25 entry of this formula, charge and spin) (kcal/mol) = 17.17
- gap between HOMO and LUMO (eV) = 5.47

```
62
Properties=species:S:1:pos:R:3:forces:R:3:nbo_charge:R:1
W 0.395 -0.107 1.211 0.088 -0.017 0.198 0.948
Cl 3.918 -5.049 -2.993 0.006 0.003 -0.004 0.030
C 3.207 -4.033 -1.786 0.010 -0.042 -0.022 -0.061
C 2.669 -4.617 -0.632 -0.014 -0.005 0.022 -0.156
C 2.097 -3.836 0.345 -0.030 0.053 -0.019 -0.248
C 2.040 -2.451 0.166 -0.025 -0.015 -0.010 0.436
O 1.506 -1.689 1.105 -0.014 -0.044 -0.025 -0.700
C 2.587 -1.868 -0.978 0.054 -0.080 0.007 -0.220
C 2.637 -0.449 -1.075 0.054 -0.001 -0.072 0.234
N 2.036 0.386 -0.292 -0.058 0.072 0.033 -0.497
C 2.266 1.761 -0.564 -0.009 -0.036 0.035 0.116
C 3.454 2.317 -0.936 0.026 0.026 -0.021 -0.202
C 3.503 3.690 -1.273 0.002 -0.019 0.007 -0.194
C 2.372 4.453 -1.269 -0.005 0.005 -0.002 -0.161
C 1.130 3.887 -0.885 -0.008 0.015 -0.004 -0.104
C -0.106 4.569 -0.908 0.001 0.006 0.000 -0.092
C -1.243 3.893 -0.572 -0.001 0.011 -0.003 -0.252
C -1.148 2.569 -0.109 -0.027 -0.018 0.044 0.123
N -0.005 1.931 0.001 0.025 0.027 -0.062 -0.474
C 1.109 2.550 -0.473 0.001 0.000 0.006 0.239
C 3.186 -2.674 -1.960 -0.010 0.055 -0.009 -0.155
H 2.709 -5.692 -0.514 -0.002 -0.002 -0.003 0.248
H 1.677 -4.265 1.244 -0.004 -0.026 0.008 0.254
H 3.239 -0.034 -1.881 0.005 -0.006 0.004 0.205
H 4.357 1.721 -0.960 0.000 0.011 0.003 0.228
H 4.452 4.127 -1.551 -0.002 0.004 -0.002 0.230
H 2.406 5.496 -1.558 0.001 -0.002 -0.001 0.226
H -0.141 5.609 -1.210 -0.001 -0.002 0.000 0.232
H -2.215 4.361 -0.609 0.001 0.002 0.000 0.243
H -2.029 2.037 0.226 0.002 0.000 -0.002 0.243
H 3.617 -2.227 -2.846 0.005 0.001 0.005 0.233
S -1.343 -1.884 1.537 -0.018 0.014 -0.026 0.144
C -1.619 -1.946 -0.163 0.010 0.012 -0.010 -0.235
S -0.731 -0.639 -0.874 -0.031 -0.049 -0.056 0.069
C -2.330 -2.871 -0.860 0.036 -0.032 0.000 -0.374
C -2.387 -2.813 -2.286 -0.059 0.020 0.031 0.282
N -2.423 -2.728 -3.433 0.034 -0.010 0.002 -0.302
C -3.003 -3.929 -0.174 -0.062 0.032 -0.053 0.279
N -3.551 -4.769 0.389 0.043 -0.004 0.026 -0.290
O -0.909 6.204 3.630 0.006 -0.005 0.006 -0.543
C -0.660 5.059 3.393 -0.006 -0.003 0.052 0.207
S 0.993 4.434 3.167 0.003 0.011 -0.053 0.349
C 0.524 2.794 2.791 0.034 0.037 0.030 -0.402
C -0.785 2.504 2.819 -0.014 -0.028 0.010 -0.442
S -1.424 0.922 2.430 -0.033 -0.030 -0.017 0.114
S -1.895 3.787 3.238 -0.011 0.020 -0.058 0.344
S 1.754 1.616 2.453 -0.073 -0.051 -0.017 0.000
O 5.040 -6.088 4.161 -0.020 0.008 0.028 -0.665
C 3.784 -6.128 3.659 0.049 0.031 -0.078 0.774
O 3.354 -7.142 3.188 -0.019 -0.011 0.040 -0.555
C 3.011 -4.848 3.702 0.011 0.000 0.026 -0.194
C 1.628 -4.915 3.811 -0.029 0.033 -0.026 -0.182
C 0.870 -3.754 3.784 0.023 -0.081 0.019 -0.159
C 1.484 -2.511 3.637 -0.011 -0.081 -0.057 -0.179
S 0.496 -1.049 3.611 0.089 0.151 0.070 0.027
C 2.874 -2.450 3.545 -0.019 0.067 0.016 -0.214
C 3.633 -3.606 3.576 -0.007 -0.022 0.019 -0.199
H 5.190 -5.247 4.610 -0.004 -0.025 -0.008 0.484
H 1.153 -5.884 3.895 0.009 0.000 0.007 0.242
H -0.208 -3.809 3.865 -0.016 0.022 -0.018 0.230
H 3.351 -1.483 3.438 0.013 -0.008 -0.005 0.225
H 4.709 -3.536 3.464 0.001 0.005 -0.008 0.213
```
Positions in Å, forces in eV/Å.

---

Density functional theory data (ωB97M-V/def2-TZVPD) for one molecule with the formula C5H9N3O2.

Properties
- relative energy (zero: lowest compared OMol25 entry of this formula, charge and spin) (kcal/mol) = 77.85
- gap between HOMO and LUMO (eV) = 8.80

```
19
Properties=species:S:1:pos:R:3:forces:R:3:nbo_charge:R:1
C -2.169 -1.081 -0.823 -1.683 -3.188 -1.155 -0.285
O -1.935 -0.302 0.328 -0.851 0.422 -0.421 -0.506
C -0.915 -0.755 1.034 4.728 -0.239 -0.817 0.134
N 0.536 -0.325 0.302 -2.472 -0.690 1.201 -0.324
C 1.600 -1.161 0.422 2.127 0.096 -1.753 0.686
O 1.696 -2.282 0.855 -1.225 -0.874 0.759 -0.647
N 2.699 -0.519 -0.208 0.202 0.767 1.126 -0.517
C 2.351 0.725 -0.318 -0.791 -0.424 -1.673 0.224
N 1.010 0.914 -0.106 0.161 0.927 0.153 -0.230
C 0.206 2.157 -0.001 2.174 0.153 -1.718 -0.410
H -2.267 -0.561 -1.755 0.266 1.280 -0.111 0.196
H -3.279 -1.565 -0.755 2.835 0.577 0.230 0.193
H -1.307 -1.845 -1.071 -1.847 1.186 1.021 0.210
H -0.731 -0.406 2.027 -0.931 0.770 0.582 0.202
H -0.698 -1.834 1.038 -0.465 0.176 -0.168 0.217
H 2.979 1.455 -0.856 -0.542 -0.041 0.738 0.204
H 0.990 2.981 0.120 -1.399 -0.964 0.853 0.223
H -0.231 2.473 -0.986 -0.154 -0.857 0.846 0.206
H -0.534 1.931 0.752 -0.133 0.925 0.306 0.225
```
Positions in Å, forces in eV/Å.

---

Record order is preserved below.
E_tot: -73517.959 -20574.963 -8953.943 -13504.276 -135701.082 -13893.205 eV
Record order is preserved below.
Strongest force on any atom: 1.60 3.59 0.86 0.56 0.22 4.80 eV/A